Record 1
The following is a DFT calculation (wB97M-V/def2-TZVPD) of a single C6H12N2 molecule at a distorted geometry.

The geometry in XYZ format:
```
20
Properties=species:S:1:pos:R:3:lowdin_charge:R:1
C 0.8181 0.2734 0.5692 -0.10
C 2.1108 0.1366 0.7589 0.00
C -1.5470 0.2974 -0.2039 -0.14
C -0.2705 1.1611 -0.0229 -0.35
C 0.3271 1.8355 -1.2643 -0.07
C -0.1421 -2.3015 0.1065 -0.11
N -1.5750 -0.6313 0.9943 -0.11
N -0.3604 -1.2396 1.1144 -0.11
H 2.6135 -0.7149 1.1493 0.04
H 2.8716 0.8737 0.2930 0.09
H -2.5312 0.9403 -0.2636 0.15
H -1.4194 -0.3549 -1.0123 0.07
H -0.4587 1.8172 0.8113 0.13
H 0.7181 1.1014 -1.9970 0.09
H 1.2310 2.4539 -1.0903 0.08
H -0.5100 2.3994 -1.6480 0.07
H 0.9230 -2.3336 0.1160 0.06
H -0.3053 -3.2286 0.5802 0.05
H -0.7396 -2.3930 -0.7869 0.07
H -1.7541 -0.0925 1.7960 0.08
```

For the HOMO energy, the calculation gives -8.01 eV. The frontier orbital gap comes out at 0.332 Ha. The energy above the lowest of the compared OMol25 structures with the same formula, charge and spin comes out at 103.6 kcal per mole. The largest force on an atom is 4.48 eV/Å.

Record 2
The following is a DFT calculation (wB97M-V/def2-TZVPD) of an isolated ion of composition C4H10N2O and charge +1 at a distorted geometry.

The geometry in XYZ format:
```
17
Properties=species:S:1:pos:R:3:mulliken_spin:R:1
C -2.1588 -0.4425 0.0969 -0.01
N -0.9859 0.1283 -0.2678 0.07
C -0.5791 1.4393 0.3008 0.00
C 0.0712 -0.5505 -1.0050 0.01
C 1.4750 -0.4502 -0.3478 0.00
N 1.6441 -0.7246 0.9934 0.72
O -3.0202 -0.2173 0.9751 0.04
H -2.4165 -1.0552 -0.7687 0.00
H 0.1185 1.4442 1.2064 0.02
H -1.5404 1.9620 0.5273 0.00
H 0.0511 2.0201 -0.4019 0.01
H -0.3241 -1.6364 -0.9655 0.00
H 0.1080 0.0320 -1.9036 0.01
H 2.2834 -0.9450 -0.9048 0.09
H 1.7683 0.6803 -0.5184 0.09
H 0.9681 -1.1985 1.4534 -0.02
H 2.5374 -0.4860 1.5302 -0.03
```

For the HOMO energy (alpha / beta), the calculation gives -13.87 / -13.72 eV. The charge is +1. As for the spin multiplicity: 2. The frontier orbital gap (alpha / beta) comes out at 0.371 / 0.180 Ha. The energy above the lowest of the compared OMol25 structures with the same formula, charge and spin comes out at 62.6 kcal per mole. The largest force on an atom is 4.83 eV/Å.

Record 3
The following is a DFT calculation (wB97M-V/def2-TZVPD) of a 4-piece molecular cluster, C3H14NO4 overall at a distorted geometry.

The geometry in XYZ format:
```
22
Properties=species:S:1:pos:R:3:lowdin_charge:R:1
C 0.5039 0.2493 -1.4706 -0.31
O 1.0686 1.2290 -0.6965 -0.15
C -1.0442 0.1880 -1.4003 -0.42
C -1.3925 -1.1809 -1.8570 -0.10
N -1.6798 0.6035 -0.0761 0.07
H 0.8057 -0.7513 -1.0129 0.12
H 0.8625 0.4288 -2.5053 0.12
H -1.4707 0.9827 -2.0932 0.13
H -0.7001 -1.8697 -1.4724 0.05
H -2.3997 -1.3841 -1.7156 0.05
H -1.1239 -1.1256 -2.9350 0.09
H -1.7253 -0.2204 0.4711 0.02
H -1.1994 1.2843 0.4213 0.01
H 2.0049 1.8799 1.6070 0.06
H 0.9754 1.2079 0.3616 0.04
O 1.1685 1.3421 1.9021 -0.39
H 1.8477 0.1513 2.0522 -0.08
H 2.4521 -1.1117 1.2343 -0.01
O 2.1565 -0.8384 2.0971 -0.17
H -0.2715 0.4490 2.2131 0.02
H -0.0669 -1.0980 2.3789 0.02
O -0.7715 -0.4158 2.4962 -0.16
```

For the HOMO energy, the calculation gives -5.13 eV. The charge is -1. The frontier orbital gap comes out at 0.328 Ha. The energy above the lowest of the compared OMol25 structures with the same formula, charge and spin comes out at 29.5 kcal per mole. The largest force on an atom is 4.02 eV/Å.